The following is a quantum chemistry calculation of a structure of composition C18H18BrCl3GeN3O7P2Rb, from the OMol25 dataset.

2S+1   2
HOMO-LUMO gap (spin up / spin down)   5.67 / 7.71 eV
Total charge   -1
Energy relative to the best compared isomer or geometry (same formula, charge and spin)   0.00 kcal per mole
DFT total energy   -221133.2162 eV
Max |F|   0.0078 hartree/bohr
⟨S²⟩   0.755

Last column: Löwdin spin population.
Cartesian coordinates (Å):
Rb  -1.25  -0.40  0.51  0.01
Br  4.64  0.08  6.10  0.00
C  3.40  -0.55  4.80  0.00
C  2.18  -1.08  5.21  0.00
C  1.28  -1.52  4.27  0.00
C  1.56  -1.46  2.90  0.01
O  0.64  -1.83  2.03  0.10
C  2.81  -0.94  2.51  0.00
C  3.16  -0.81  1.10  0.01
N  2.64  -1.50  0.17  0.08
C  3.01  -1.27  -1.16  0.00
C  4.32  -1.30  -1.56  0.01
C  4.67  -1.12  -2.91  0.00
C  3.70  -0.91  -3.85  0.01
C  2.34  -0.89  -3.47  0.00
C  1.29  -0.71  -4.41  0.01
C  0.00  -0.73  -3.98  0.00
C  -0.26  -0.92  -2.60  0.01
N  0.68  -1.06  -1.70  0.01
C  1.98  -1.07  -2.12  0.00
C  3.71  -0.47  3.47  0.00
H  1.95  -1.13  6.27  0.00
H  0.32  -1.94  4.57  0.00
H  3.91  -0.05  0.85  0.00
H  5.08  -1.52  -0.82  0.00
H  5.71  -1.16  -3.20  0.00
H  3.96  -0.78  -4.90  0.00
H  1.54  -0.57  -5.45  0.00
H  -0.83  -0.60  -4.66  0.00
H  -1.29  -0.94  -2.27  0.00
H  4.66  -0.04  3.15  0.00
N  -4.40  2.43  1.52  0.00
C  -3.98  2.39  0.06  0.00
C  -4.78  3.38  -0.77  0.00
P  -4.33  0.61  -0.42  0.00
O  -5.96  0.69  -0.61  0.00
O  -3.70  0.22  -1.70  0.00
O  -4.11  -0.11  0.89  0.00
P  -2.14  2.85  0.15  0.00
O  -2.16  4.43  -0.28  0.00
O  -1.89  2.81  1.63  0.00
O  -1.32  2.10  -0.82  0.00
H  -5.25  2.95  1.69  0.00
H  -3.55  2.79  2.03  0.00
H  -4.49  1.43  1.79  0.00
H  -5.85  3.14  -0.74  0.00
H  -4.45  3.31  -1.81  0.00
H  -4.62  4.41  -0.44  0.00
H  -6.15  0.56  -1.55  0.00
H  -1.78  4.50  -1.17  0.00
Cl  1.83  -4.34  -1.37  0.21
Ge  0.97  -3.18  0.58  0.26
Cl  1.94  -4.58  2.03  0.08
Cl  -1.37  -3.61  0.48  0.19

***

The following is a quantum chemistry calculation of a structure of composition C18H18BrN3O2 in a non-equilibrium geometry, from the OMol25 dataset.

HOMO-LUMO gap   8.73 eV
Total charge   0
Energy relative to the best compared isomer or geometry (same formula, charge and spin)   226.24 kcal per mole
DFT total energy   -97552.1544 eV
Max |F|   0.2776 hartree/bohr

Last column: Löwdin charge in e.
Cartesian coordinates (Å):
C  0.94  2.64  -1.36  0.00
C  0.11  1.53  -1.25  -0.34
N  0.63  0.31  -1.22  0.10
N  1.87  0.02  -1.13  0.00
C  2.29  -1.09  -0.79  -0.44
O  3.45  -1.57  -0.82  -0.03
C  1.10  -2.44  -0.45  -0.03
N  1.39  -2.48  0.93  0.03
C  0.40  -2.07  1.77  -0.32
O  -0.76  -1.58  1.29  -0.05
C  0.74  -2.43  3.13  -0.21
C  -0.34  -2.57  4.07  -0.02
C  -0.41  -2.55  5.44  -0.07
C  1.00  -2.68  5.82  -0.69
C  2.11  -2.24  5.13  -0.07
C  1.77  -2.30  3.76  -0.11
H  2.54  -1.89  3.12  0.14
H  2.95  -2.30  5.55  0.02
Br  1.31  -2.81  7.64  0.78
H  -1.19  -3.07  5.98  0.11
H  -1.43  -2.58  3.63  0.15
H  2.16  -3.14  1.30  0.20
H  1.55  -3.36  -1.12  0.17
H  0.24  -2.13  -0.81  0.02
H  2.87  0.79  -1.28  0.29
C  -1.33  1.67  -1.12  -0.10
C  -2.00  2.21  -2.31  -0.34
C  -2.25  3.36  -2.61  -0.16
C  -2.91  3.72  -3.70  -0.09
C  -2.82  2.97  -4.89  -0.02
C  -2.09  1.72  -4.77  0.00
C  -1.70  1.39  -3.42  0.00
H  -1.33  0.28  -3.42  0.15
H  -2.22  1.14  -5.50  0.02
H  -3.14  3.35  -5.77  0.06
H  -3.13  4.72  -3.99  0.10
H  -2.37  4.19  -1.65  0.20
H  -1.92  0.46  -0.86  0.24
H  -1.55  2.32  -0.27  0.12
H  1.70  2.42  -2.16  0.14
H  1.48  2.77  -0.50  0.09
H  0.32  3.29  -1.37  -0.02

***

The following is a quantum chemistry calculation of a structure of composition C18H18ClF4IMgN3NaO5P in a non-equilibrium geometry, from the OMol25 dataset.

HOMO-LUMO gap   1.33 eV
Total charge   +1
DFT total energy   -84298.4095 eV
Max |F|   0.0521 hartree/bohr

Last column: Löwdin charge in e.
Cartesian coordinates (Å):
N  -0.19  -3.05  0.09  -0.02
C  0.31  -2.65  1.42  -0.20
C  1.56  -3.40  1.87  -0.15
C  2.62  -3.62  1.00  0.00
C  3.76  -4.33  1.35  -0.05
C  3.91  -4.84  2.61  -0.05
C  2.87  -4.61  3.47  -0.63
I  3.02  -5.41  5.38  1.23
C  1.71  -3.91  3.16  -0.44
P  0.31  -3.57  4.33  0.73
O  -0.19  -5.03  5.15  -0.52
Cl  1.19  -2.45  5.85  0.26
C  4.70  -4.38  0.15  -0.35
O  5.58  -5.13  -0.09  0.20
N  4.29  -3.27  -0.68  0.15
C  2.86  -3.20  -0.46  -0.33
O  2.11  -2.90  -1.33  0.16
H  0.29  -3.90  -0.20  0.09
H  0.03  -2.30  -0.56  0.07
H  -0.49  -2.83  2.14  0.04
H  0.54  -1.58  1.49  0.15
H  4.80  -5.38  2.89  0.13
H  -0.84  -4.72  5.81  0.08
H  4.60  -2.40  -0.24  0.17
Mg  0.75  -6.57  5.37  0.81
F  0.78  -5.98  2.63  -0.53
C  0.49  0.55  -2.68  -0.07
C  0.91  0.61  -1.22  -0.31
O  1.20  1.88  -0.72  -0.10
C  0.07  2.73  -0.37  -0.51
O  -0.78  2.13  0.42  -0.14
C  -0.63  3.38  -1.61  -0.56
F  0.26  3.69  -2.57  0.12
F  -1.22  4.53  -1.26  0.11
F  -1.58  2.62  -2.19  0.12
H  1.11  1.22  -3.29  0.08
H  0.59  -0.47  -3.06  0.07
H  -0.55  0.84  -2.81  0.06
H  1.85  0.05  -1.13  0.10
H  0.19  0.09  -0.58  0.08
H  0.60  3.61  0.05  0.15
Na  -2.48  -3.06  0.23  0.82
N  -5.13  5.61  -2.09  0.05
C  -3.85  5.99  -2.01  -0.14
C  -3.37  7.18  -2.53  -0.07
C  -4.26  8.03  -3.17  -0.09
C  -5.59  7.66  -3.27  -0.08
C  -5.97  6.45  -2.71  -0.17
H  -3.20  5.30  -1.50  0.08
H  -2.32  7.44  -2.43  0.10
H  -3.92  8.97  -3.59  0.10
H  -6.31  8.29  -3.76  0.10
H  -7.00  6.11  -2.76  0.10

***

The following is a quantum chemistry calculation of a structure of composition C18H18ClFeIN3O4Si in a non-equilibrium geometry, from the OMol25 dataset.

2S+1   5
HOMO-LUMO gap (spin up / spin down)   7.00 / 6.81 eV
Total charge   -1
Energy relative to the best compared isomer or geometry (same formula, charge and spin)   5.63 kcal per mole
DFT total energy   -94507.9045 eV
Max |F|   0.0817 hartree/bohr
⟨S²⟩   6.017

Last column: Löwdin spin population.
Cartesian coordinates (Å):
Fe  -14.21  -6.43  -6.91  3.69
O  -15.93  -5.54  -6.28  0.02
N  -16.42  -5.74  -5.13  -0.01
N  -15.69  -6.63  -4.41  0.02
O  -14.57  -7.11  -4.91  0.06
C  -16.12  -6.86  -3.09  0.00
C  -17.50  -6.75  -2.86  0.00
C  -18.00  -7.21  -1.65  0.00
C  -17.17  -7.61  -0.59  0.00
C  -15.80  -7.59  -0.81  0.00
C  -15.29  -7.28  -2.03  0.00
H  -18.11  -6.35  -3.62  0.00
H  -19.10  -7.30  -1.54  0.00
H  -17.55  -8.02  0.32  0.00
H  -15.10  -7.86  -0.02  0.00
H  -14.23  -7.25  -2.19  0.00
Cl  -14.79  -8.54  -13.39  0.00
C  -15.15  -8.24  -11.70  0.01
C  -16.39  -8.50  -11.16  0.00
C  -16.66  -8.43  -9.78  0.01
I  -18.65  -8.53  -9.25  0.00
C  -15.60  -8.00  -8.91  0.00
O  -15.67  -7.86  -7.63  0.04
C  -14.41  -7.59  -9.48  0.01
N  -13.52  -6.97  -8.69  0.03
C  -12.37  -6.51  -9.13  0.02
C  -12.05  -6.48  -10.48  0.00
C  -12.89  -7.21  -11.36  0.01
C  -14.08  -7.78  -10.85  0.00
H  -17.22  -8.82  -11.85  0.00
H  -11.79  -6.03  -8.37  0.00
H  -11.12  -6.02  -10.77  0.00
H  -12.70  -7.39  -12.44  0.00
C  -12.00  -8.12  -5.16  0.00
Si  -11.49  -6.27  -5.33  0.01
C  -11.14  -5.79  -3.58  0.00
C  -9.86  -6.17  -6.16  0.00
O  -12.54  -5.54  -6.34  0.09
H  -11.01  -8.53  -5.17  0.00
H  -12.64  -8.42  -5.98  0.00
H  -12.55  -8.28  -4.17  0.00
H  -11.93  -5.69  -2.91  0.00
H  -10.53  -4.85  -3.57  0.00
H  -10.46  -6.49  -3.10  0.00
H  -9.02  -6.60  -5.68  0.00
H  -9.53  -5.20  -6.48  0.00
H  -9.90  -6.78  -7.07  0.00

***

The following is a quantum chemistry calculation of an isolated molecule of C18H18ClN5O3 in a non-equilibrium geometry, from the OMol25 dataset.

Structure (SMILES)   CCOC(=O)c1c(C)[nH]c(C(=O)Cn2nnc(-c3ccccc3Cl)n2)c1C
HOMO-LUMO gap   9.09 eV
Total charge   0
Energy relative to the best compared isomer or geometry (same formula, charge and spin)   1.39 kcal per mole
DFT total energy   -45073.6067 eV
Max |F|   0.0219 hartree/bohr

Last column: Löwdin charge in e.
Cartesian coordinates (Å):
C  -5.00  -1.95  1.28  -0.06
C  -4.14  -1.94  0.03  -0.22
O  -3.27  -0.81  0.10  -0.02
C  -2.42  -0.65  -0.92  -0.44
O  -2.38  -1.42  -1.86  0.10
C  -1.56  0.52  -0.77  -0.05
C  -0.60  0.91  -1.70  -0.21
C  -0.23  0.34  -3.01  0.01
N  0.03  1.99  -1.20  0.14
C  -0.49  2.34  0.03  -0.15
C  0.07  3.34  0.90  -0.33
O  -0.51  3.86  1.82  0.09
C  1.56  3.69  0.64  -0.03
N  2.29  2.54  0.23  -0.22
N  2.98  2.48  -0.89  0.05
N  3.39  1.27  -1.02  0.09
C  2.92  0.58  0.04  -0.32
C  3.12  -0.84  0.23  -0.19
C  4.26  -1.43  -0.31  -0.03
C  4.49  -2.79  -0.17  -0.08
C  3.57  -3.57  0.51  -0.08
C  2.42  -3.00  1.03  -0.10
C  2.19  -1.64  0.89  -0.58
Cl  0.73  -0.97  1.51  0.78
N  2.22  1.38  0.84  0.17
C  -1.51  1.43  0.32  -0.15
C  -2.33  1.41  1.55  -0.01
H  -5.67  -2.81  1.25  0.08
H  -4.38  -2.01  2.17  0.08
H  -5.60  -1.04  1.33  0.08
H  -3.52  -2.85  -0.03  0.13
H  -4.74  -1.87  -0.88  0.13
H  -0.56  1.00  -3.82  0.09
H  0.85  0.22  -3.08  0.08
H  -0.72  -0.62  -3.13  0.07
H  0.74  2.50  -1.71  0.15
H  1.96  4.08  1.58  0.14
H  1.66  4.45  -0.13  0.14
H  4.97  -0.80  -0.84  0.11
H  5.38  -3.23  -0.58  0.10
H  3.74  -4.63  0.63  0.11
H  1.69  -3.61  1.55  0.10
H  -1.99  2.18  2.24  0.07
H  -3.37  1.58  1.31  0.09
H  -2.26  0.43  2.03  0.08